Density functional theory data (ωB97M-V with the def2-TZVPD basis set) for a single C5H7NO molecule at a distorted geometry.

As for the lowest unoccupied orbital energy: 0.45 eV. The charge is 0. For the orbital gap, the calculation gives 9.38 eV. The total energy is -324.52781 Eh. The energy above the lowest of the compared OMol25 structures with the same formula, charge and spin comes out at 516.3 kJ/mol. For the highest occupied orbital energy, the calculation gives -8.92 eV.

CARTESIAN COORDINATES (ANGSTROEM)
C: 0.2241 0.7602 -0.7211
C: -0.7509 -0.5524 -0.3193
C: 0.8219 0.0181 0.5610
C: -0.2533 0.2176 1.7308
C: -1.2562 -0.2983 1.0317
H: 1.2307 1.2999 -2.6132
H: -0.1038 1.7258 -0.7384
H: -1.3727 -1.0719 -1.1159
H: 1.2208 -1.5298 -0.6180
H: 1.9267 0.1450 0.7910
H: -0.4958 0.6590 2.6723
H: -2.2886 -0.5572 1.3011
N: 0.4282 -1.2886 0.0320
O: 0.6689 0.4724 -1.9940



Density functional theory data (ωB97M-V with the def2-TZVPD basis set) for a single CH2ClPS molecule at a distorted geometry.

As for the lowest unoccupied orbital energy: -0.04 eV. The charge is 0. For the orbital gap, the calculation gives 9.42 eV. The total energy is -1239.03795 Eh. The energy above the lowest of the compared OMol25 structures with the same formula, charge and spin comes out at 17.7 kJ/mol. For the highest occupied orbital energy, the calculation gives -9.45 eV. The SMILES is ClP1CS1.

CARTESIAN COORDINATES (ANGSTROEM)
Cl: -2.1041 -1.1736 0.3402
P: -0.9384 0.1850 -0.8684
C: 0.7161 0.0055 -0.0793
S: -0.0249 1.6057 0.5094
H: 0.7977 -0.5607 0.9306
H: 1.5535 -0.0620 -0.8325



Density functional theory data (ωB97M-V with the def2-TZVPD basis set) for a molecular structure, C23H23ClHoN2P at a distorted geometry.

As for the lowest unoccupied orbital energy (spin up / spin down): -7.23 / -7.02 eV. The charge is +2. For the orbital gap (spin up / spin down), the calculation gives 7.16 / 7.38 eV. The total energy is -2748.85628 Eh. Its spin multiplicity is 5. For the highest occupied orbital energy (spin up / spin down), the calculation gives -14.39 / -14.40 eV.

CARTESIAN COORDINATES (ANGSTROEM)
Ho: -0.9449 1.7279 1.5423
Cl: -1.7173 3.2491 3.2005
P: -0.6747 -0.6301 0.4639
C: 0.9820 -1.0901 0.2510
C: 1.3187 -1.8240 -0.8900
C: 2.6069 -2.2895 -1.0116
C: 3.5715 -2.0321 -0.0310
C: 3.2219 -1.2680 1.0915
C: 1.9419 -0.7780 1.2410
C: -1.3524 -1.5153 1.9298
C: -2.6157 -1.1605 2.4543
C: -3.1414 -1.8999 3.5095
C: -2.4275 -2.9790 4.0435
C: -1.1763 -3.3180 3.5142
C: -0.6336 -2.5957 2.4624
C: -1.7907 -0.8813 -0.8523
C: -2.5495 0.1563 -1.4351
C: -3.4099 -0.1646 -2.4657
C: -3.5405 -1.4917 -2.9085
C: -2.8012 -2.4987 -2.2821
C: -1.9362 -2.2140 -1.2481
H: -3.1772 -0.3199 2.0254
H: -4.1143 -1.6298 3.9184
H: -2.8438 -3.5533 4.8681
H: -0.6220 -4.1583 3.9237
H: 0.3428 -2.8423 2.0501
H: 0.5672 -2.0077 -1.6510
H: 2.8822 -2.8675 -1.8994
H: 4.5878 -2.4109 -0.1424
H: 3.9719 -1.0502 1.8562
H: 1.6588 -0.1678 2.0966
H: -2.4553 1.1775 -1.0588
H: -4.0029 0.6232 -2.9384
H: -4.2228 -1.7328 -3.7239
H: -2.9153 -3.5373 -2.6095
H: -1.3787 -2.9917 -0.7348
H: 3.0962 -1.3472 -5.9843
H: 2.4318 -1.2387 -6.3191
N: 3.0539 5.6781 -1.3217
C: 2.2339 4.7342 -0.7918
C: 0.9199 4.5589 -1.2688
C: 0.0685 3.6321 -0.6758
N: 0.4942 2.8461 0.3868
C: 1.7918 2.9963 0.8505
C: 2.6600 3.9157 0.2718
H: 2.7525 6.2895 -2.0527
H: 3.9757 5.8348 -0.9674
H: 0.5391 5.1692 -2.0801
H: -0.9678 3.5015 -0.9931
H: 2.0811 2.3795 1.7034
H: 3.6599 4.0157 0.6827



Density functional theory data (ωB97M-V with the def2-TZVPD basis set) for a single C7H12O molecule at a distorted geometry.

As for the lowest unoccupied orbital energy: 0.74 eV. The charge is 0. For the orbital gap, the calculation gives 10.61 eV. The total energy is -349.03140 Eh. The energy above the lowest of the compared OMol25 structures with the same formula, charge and spin comes out at 307.8 kJ/mol. For the highest occupied orbital energy, the calculation gives -9.87 eV. The SMILES is C=CCCCCC=O.

CARTESIAN COORDINATES (ANGSTROEM)
C: 3.4034 -0.2079 1.3090
C: 2.2169 -0.4825 0.7759
C: 0.9338 0.2403 0.7373
C: -0.2370 -0.7600 0.5969
C: -0.8312 -0.5133 -0.8437
C: -1.6644 0.7980 -0.8540
C: -3.0341 0.8076 -1.2341
O: -3.9355 1.4452 -0.7951
H: 4.3386 -0.7046 1.1111
H: 3.5589 0.3653 2.2160
H: 2.0513 -1.1495 -0.1069
H: 0.6497 0.6610 1.8525
H: 0.9332 1.0772 0.0268
H: 0.1154 -1.8216 0.4737
H: -1.0623 -0.8396 1.3010
H: -1.7245 -1.3160 -1.0657
H: -0.0992 -0.6575 -1.7198
H: -1.3174 1.4306 0.0133
H: -1.0704 1.4373 -1.7408
H: -3.2254 0.1898 -2.0533